Entry 1:
41
Properties=species:S:1:pos:R:3:forces:R:3:lowdin_charge:R:1 method="wB97M-V/def2-TZVPD" molar_mass_da=284.36 e_above_lowest_kj_mol=114.8 smiles="Cc1cc(=O)cc(C)n1-c1ccccc1N1CCOCC1" e_homo_ev=-8.2
C 0.5507 -0.5985 2.7823 0.0581 -0.0514 0.0201 -0.01
C 1.5329 -0.7839 1.6641 0.0703 -0.3200 0.2854 -0.26
C 2.4817 -1.7450 1.7001 -0.0270 -0.0393 0.0656 0.04
C 3.4348 -1.9500 0.6243 -0.1321 0.1290 -0.0243 -0.45
O 4.2863 -2.8325 0.6331 0.0735 -0.0654 0.0089 0.01
C 3.2726 -0.9981 -0.4581 0.0449 -0.0363 -0.0600 0.05
C 2.3105 -0.0497 -0.4629 0.2890 -0.0541 -0.3623 -0.23
N 1.4249 0.0550 0.5804 -0.0432 0.0450 0.0484 0.02
C 0.4009 1.0471 0.5509 -0.3056 0.3524 0.0467 -0.19
C 0.5655 2.1732 1.3435 -0.0754 -0.0219 -0.0923 -0.02
C -0.3804 3.1805 1.3532 0.0190 0.0288 0.0660 -0.08
C -1.5077 3.0481 0.5616 0.0383 0.0518 0.0093 -0.07
C -1.6800 1.9320 -0.2329 -0.0149 -0.0913 -0.0214 0.00
C -0.7349 0.9038 -0.2666 0.2061 0.1458 0.1544 -0.16
N -0.8337 -0.1827 -1.1424 0.1017 -0.0148 -0.1665 -0.10
C -1.7342 -0.0866 -2.2760 -0.0195 -0.0145 -0.0559 -0.14
H -1.2947 -0.6830 -3.0841 -0.0726 0.0893 0.0120 0.12
C -3.1365 -0.6418 -1.9171 -0.0634 -0.0254 -0.0822 -0.18
O -3.2420 -0.8380 -0.5260 -0.1148 0.1280 0.0267 -0.14
C -2.3237 -1.7989 -0.0546 0.0861 -0.1676 0.1021 -0.16
H -2.3568 -1.7118 1.0332 0.0402 -0.0722 -0.0613 0.12
C -0.8995 -1.5265 -0.5996 -0.1771 -0.1532 0.0972 -0.10
H -0.6643 -2.2150 -1.4171 0.0382 0.0200 0.0835 0.13
H -0.1617 -1.6750 0.1836 0.0115 -0.0744 -0.0801 0.11
H -2.6523 -2.8101 -0.3393 0.0232 0.0665 0.0705 0.12
H -3.9286 0.0621 -2.1773 0.0466 -0.0725 -0.0802 0.12
H -3.3221 -1.5898 -2.4433 -0.0190 0.0871 0.0074 0.12
H -1.7825 0.9490 -2.6111 0.0110 -0.0625 -0.0215 0.12
H -2.5836 1.8432 -0.8134 -0.0815 -0.0477 -0.0724 0.11
H -2.2658 3.8167 0.5663 -0.0720 0.0660 -0.0086 0.11
H -0.2381 4.0544 1.9692 0.0125 0.0815 0.0595 0.10
H 1.4623 2.2573 1.9406 0.0905 -0.0232 0.0441 0.13
C 2.1698 0.9401 -1.5766 0.0452 0.0218 -0.0325 0.00
H 2.1414 1.9571 -1.1876 0.0190 0.0654 -0.0315 0.09
H 3.0091 0.8462 -2.2589 0.0497 -0.0212 -0.0021 0.09
H 1.2482 0.7646 -2.1291 -0.0429 0.0186 -0.0146 0.08
H 3.9661 -1.0647 -1.2816 0.0434 0.0476 -0.1080 0.12
H 2.5509 -2.4013 2.5536 -0.0465 -0.0434 0.1058 0.12
H -0.4618 -0.4609 2.4055 -0.0703 0.0102 0.0337 0.08
H 0.5721 -1.4664 3.4352 0.0327 -0.0385 -0.0004 0.09
H 0.8043 0.2799 3.3748 -0.0729 0.0558 0.0309 0.09

***

Entry 2:
63
Properties=species:S:1:pos:R:3:forces:R:3:lowdin_charge:R:1 method="wB97M-V/def2-TZVPD" molar_mass_da=538.54 smiles="FC(c1ccccc1)(c1ccccc1)[C@H]1CCCN1c1ccncc1.N#Cc1cc([N+](=O)[O-])cc2c1no[n+]2[O-]" e_homo_ev=-8.8
N 6.6070 2.4723 1.6395 -2.0144 -0.4889 0.0016 0.18
C 5.4574 2.2816 1.6686 1.6467 0.9782 -0.1075 -0.16
C 4.0271 2.1455 1.7413 -0.8101 0.3162 -0.6731 -0.13
C 3.1138 3.1195 1.3246 0.9883 -0.8598 0.1303 0.09
C 1.7061 2.9133 1.5023 -0.2591 -2.0342 1.4227 -0.13
N 0.7892 4.0078 1.3296 -2.1704 1.9985 -0.5894 -0.31
O 1.2171 5.1087 0.9141 -0.5720 -2.4247 0.8745 0.08
O -0.4307 3.8018 1.5912 2.6953 0.2884 -0.5181 0.04
C 1.1845 1.7203 2.0782 0.1535 2.1717 -0.4389 0.09
C 2.1145 0.7673 2.4614 0.8688 -1.3808 1.7667 -0.10
N 1.9140 -0.1919 3.4649 0.3811 1.1874 -0.4293 -0.14
O 0.8978 -0.6735 3.9432 1.4709 0.4619 -0.4680 0.09
O 3.1823 -0.4563 4.0165 -0.2393 0.1188 -1.2691 0.06
N 4.2093 0.2664 3.3269 -2.5580 0.0237 -0.9978 0.19
C 3.5189 0.9620 2.3907 0.6273 0.0103 2.0279 -0.17
H 3.4843 4.0593 0.8959 -0.3075 -0.4636 0.2369 0.14
H 0.1530 1.6209 2.4240 0.4210 0.2495 -0.3170 0.12
F 1.7546 -0.8327 -0.2512 -0.6599 0.1257 -0.1501 0.01
C 0.4144 -0.8860 -0.7493 -0.2529 -0.3174 -1.0286 -0.27
C 0.4567 -0.9690 -2.2846 0.1814 -0.2041 0.2528 -0.20
C 1.6419 -1.2192 -2.9772 -0.3193 -0.0229 0.2637 -0.02
C 1.6435 -1.1838 -4.3690 -0.1549 0.0680 0.0293 -0.07
C 0.4797 -0.8524 -5.0597 -0.0380 -0.0958 -0.1192 -0.09
C -0.7164 -0.6381 -4.3736 0.2102 -0.0994 0.4227 -0.06
C -0.7310 -0.7207 -2.9838 0.1069 -0.1586 -0.1704 -0.04
C -0.2723 -2.1052 -0.1469 0.6849 -0.1116 -0.0157 -0.13
C -0.6757 -3.1603 -0.9649 -0.4241 -0.0235 -0.0269 -0.02
C -1.4048 -4.2250 -0.4332 0.2348 0.0925 0.1106 -0.07
C -1.6466 -4.2807 0.9371 -0.0595 0.1167 -0.0849 -0.09
C -1.1324 -3.2886 1.7712 0.3813 0.1013 0.0848 -0.08
C -0.4091 -2.2229 1.2373 -0.2563 -0.0465 -0.0724 -0.03
C -0.1991 0.5004 -0.3863 0.3505 0.1423 0.6075 -0.21
C 0.4595 1.6023 -1.2396 0.3471 -0.3759 0.3019 -0.09
C -0.6236 2.6432 -1.5058 0.0712 0.3679 0.0124 -0.12
C -1.9386 2.0479 -0.9871 -0.2181 -0.2101 0.0195 -0.12
N -1.6270 0.6798 -0.5316 -0.1120 0.3890 -1.0313 -0.08
C -2.4648 0.0711 0.4299 -0.1734 0.0107 0.4368 -0.22
C -2.3339 0.3946 1.7962 -0.4695 -0.6445 -0.1207 0.00
C -2.8916 -0.4996 2.7137 0.3435 0.4026 -0.6317 -0.14
N -3.5320 -1.5851 2.3140 -1.3288 -0.3329 0.7570 0.05
C -3.8929 -1.7356 1.0457 0.5260 0.4711 -0.3031 -0.14
C -3.3770 -0.9215 0.0365 0.3574 0.0843 0.6145 0.02
H 2.5492 -1.4378 -2.4169 -0.1825 0.0633 -0.1706 0.12
H 2.5595 -1.4188 -4.9046 -0.1536 0.1429 0.0105 0.10
H 0.4944 -0.7835 -6.1429 0.0227 -0.0496 0.0978 0.10
H -1.6447 -0.4157 -4.8925 0.2111 -0.0396 -0.0750 0.10
H -1.6482 -0.5745 -2.4117 0.2989 -0.0185 -0.3540 0.11
H -0.4464 -3.1410 -2.0309 -0.2260 0.0028 0.3512 0.12
H -1.7705 -5.0022 -1.1015 0.0948 0.0794 0.2007 0.10
H -2.2381 -5.0895 1.3618 0.1353 0.1353 -0.0899 0.11
H -1.3010 -3.3282 2.8468 0.0593 -0.0726 -0.2745 0.11
H 0.0387 -1.4700 1.8908 -0.3594 -0.2390 -0.1750 0.09
H 0.0026 0.6477 0.6858 0.4867 -0.1327 -0.2014 0.10
H 1.3330 1.9734 -0.6827 -0.2964 0.0788 -0.4476 0.10
H 0.8217 1.1918 -2.1928 -0.0404 0.2378 0.5415 0.11
H -0.3911 3.5711 -0.9664 -0.2414 -0.1319 -0.3844 0.09
H -0.6747 2.8494 -2.5832 -0.0345 0.1137 0.3675 0.12
H -2.3493 2.6701 -0.1808 0.0434 -0.1660 0.0361 0.11
H -2.6997 1.9748 -1.7695 0.0044 0.1808 0.0170 0.12
H -1.8102 1.2810 2.1479 0.0196 -0.1644 -0.2635 0.10
H -2.7850 -0.3604 3.7914 0.0902 -0.0479 -0.2623 0.11
H -4.5646 -2.5606 0.8115 0.2176 0.0585 0.0630 0.11
H -3.6024 -1.1152 -1.0106 0.1993 0.0877 0.2018 0.12

***

Entry 3:
25
Properties=species:S:1:pos:R:3:forces:R:3:lowdin_charge:R:1 method="wB97M-V/def2-TZVPD" molar_mass_da=194.28 total_charge=+1 e_above_lowest_kj_mol=131.5 e_homo_ev=-12.6
C 3.3487 -0.3898 -0.4176 -0.7442 -1.4489 0.7436 -0.03
C 2.6472 -1.4394 -1.0968 -1.4893 2.1857 2.5555 -0.03
C 2.6686 0.3173 0.5807 -0.9005 0.2159 -0.7049 -0.06
C 1.2868 -1.7134 -0.8494 -0.0446 1.2951 0.3964 0.01
C 1.2923 0.1278 0.7705 -0.3832 -0.8901 -0.2656 -0.03
C 0.5854 -0.8988 0.0873 3.6932 0.7635 -0.8728 -0.19
C -2.7116 -0.5524 1.3338 -0.4594 1.5506 2.7383 -0.40
C -1.7521 -1.1165 -0.7644 0.5669 -0.0994 0.1010 -0.29
C -0.8108 -0.9050 0.2178 -1.7981 -0.6364 -1.4173 -0.36
N -1.3734 -0.5682 1.3924 -0.9918 -0.5240 1.0999 0.05
N -1.5523 1.9806 -1.1374 0.6172 2.5571 -0.8932 -0.07
N -1.6611 1.8218 0.2772 1.0562 1.5217 0.5367 -0.11
S -3.3240 -0.9498 -0.1266 0.1609 -0.0441 -0.8921 1.18
H 4.4459 -0.2835 -0.5039 -0.8813 0.0495 -0.3052 0.12
H 3.1791 -2.0297 -1.7251 1.3972 -1.6803 -2.0208 0.07
H 3.1264 1.1176 1.1302 0.4007 0.0957 0.1449 0.11
H 0.6888 -2.4456 -1.4065 0.6721 0.0426 0.2313 0.12
H 0.6705 0.7691 1.4241 1.0303 -0.1757 -0.2401 0.09
H -3.3806 -0.0920 2.1275 1.1845 -1.0854 -0.8888 0.14
H -0.9479 1.3091 -1.5607 0.2967 -0.9457 0.1853 0.03
H -1.5446 -1.2327 -1.8261 -0.2040 -0.2779 0.4107 0.11
H -1.0712 2.8971 -1.4125 -1.0474 -1.3869 0.6736 0.11
H -0.7103 2.0112 0.7594 -2.0918 0.1430 -0.8735 0.10
H -0.7481 -0.2941 2.1719 -1.1478 -0.3390 -0.4032 0.19
H -2.3517 2.5595 0.5541 1.1075 -0.8865 -0.0395 0.11